The following is a DFT calculation (ωB97M-V with the def2-TZVPD basis set) of a molecular structure, C36H43N4O4PPdS.

Results
- Total energy: -75782.7153 eV
- Total charge: -2
- Orbital gap: 4.21 eV
- LUMO level: 4.38 eV
- Energy relative to the best compared isomer or geometry (same formula, charge and spin): 11.7 kcal/mol

Positions of all 90 atoms, in Å:
Pd  -0.197  0.989  0.788
N  -0.334  3.709  -0.183
C  0.906  3.811  0.431
C  1.794  4.790  -0.048
C  3.044  4.895  0.509
C  3.392  4.024  1.537
C  2.431  3.131  1.971
N  1.205  3.030  1.467
C  -1.298  2.683  0.089
C  -2.184  2.325  -0.967
C  -3.380  1.737  -0.674
C  -3.707  1.482  0.677
C  -2.791  1.806  1.641
N  -1.616  2.463  1.404
H  -0.287  3.923  -1.163
H  1.485  5.436  -0.863
H  3.747  5.635  0.146
H  4.374  4.051  1.991
H  2.652  2.456  2.795
H  -1.887  2.524  -1.990
H  -4.059  1.457  -1.471
H  -4.641  1.004  0.949
H  -3.000  1.603  2.687
C  5.282  0.040  0.628
C  4.034  -0.818  0.494
O  3.096  -0.090  -0.263
P  1.431  -0.399  -0.252
O  1.187  -1.050  -1.786
C  1.851  -2.209  -2.260
C  3.021  -1.843  -3.166
O  1.475  1.457  -1.410
C  2.120  1.693  -2.600
C  3.539  2.271  -2.448
H  6.037  -0.481  1.228
H  5.029  0.991  1.104
H  5.703  0.260  -0.357
H  3.643  -1.072  1.483
H  4.286  -1.766  0.001
H  1.120  -2.809  -2.815
H  2.201  -2.790  -1.410
H  2.673  -1.375  -4.092
H  3.604  -2.737  -3.418
H  3.661  -1.126  -2.646
H  1.539  2.412  -3.227
H  2.206  0.771  -3.208
H  3.502  3.266  -1.992
H  4.045  2.341  -3.424
H  4.114  1.620  -1.784
O  -2.028  -0.897  -0.266
S  -1.458  -2.191  0.181
C  -2.683  -2.903  1.314
C  -2.241  -3.704  2.355
C  -3.165  -4.205  3.269
C  -4.514  -3.908  3.130
C  -4.943  -3.099  2.081
C  -4.025  -2.591  1.173
C  -1.847  -3.368  -1.151
C  -1.653  -4.735  -1.018
C  -2.002  -5.579  -2.062
C  -2.531  -5.058  -3.237
C  -2.697  -3.687  -3.369
C  -2.353  -2.837  -2.322
H  -1.175  -3.910  2.465
H  -2.823  -4.812  4.100
H  -5.232  -4.293  3.846
H  -5.996  -2.859  1.983
H  -4.327  -1.940  0.357
H  -1.239  -5.136  -0.097
H  -1.868  -6.649  -1.961
H  -2.799  -5.720  -4.052
H  -3.095  -3.279  -4.291
H  -2.457  -1.758  -2.387
C  1.804  -4.670  0.471
C  1.350  -3.963  1.717
C  1.060  -4.691  2.863
C  0.654  -4.073  4.047
C  0.555  -2.681  4.044
C  0.838  -1.906  2.926
C  0.734  -0.415  3.018
C  1.258  -2.515  1.676
N  1.566  -1.913  0.533
H  1.818  -5.754  0.625
H  2.808  -4.340  0.186
H  1.147  -4.437  -0.374
H  1.150  -5.775  2.829
H  0.421  -4.651  4.935
H  0.240  -2.175  4.955
H  0.529  -0.083  4.038
H  -0.090  -0.040  2.357
H  1.655  0.054  2.665

Results of the Mulliken charge analysis, in e, for atoms 1 through 6: atom 1 (Pd): 0.13, atom 2 (N): -0.12, atom 3 (C): 0.23, atom 4 (C): -0.54, atom 5 (C): -0.31, atom 6 (C): -0.63